# 1
{
  "formula": "C10H15NO",
  "method": "ωB97M-V/def2-TZVPD",
  "symbols": ["C", "C", "C", "C", "C", "C", "C", "H", "H", "H", "H", "H", "H", "H", "H", "C", "C", "C", "N", "O", "H", "H", "H", "H", "H", "H", "H"],
  "coordinates": [[-3.296, 0.924, 1.092], [-1.824, 1.132, 1.148], [-1.319, 2.084, 0.255], [0.022, 2.543, 0.235], [0.872, 2.038, 1.132], [0.480, 1.140, 2.080], [-0.918, 0.674, 2.062], [-3.581, 0.259, 1.905], [-3.631, 0.486, 0.105], [-3.698, 1.947, 1.386], [-2.095, 2.567, -0.268], [0.476, 3.280, -0.359], [1.931, 2.321, 1.176], [1.035, 0.709, 3.013], [-1.232, -0.009, 2.947], [0.852, -3.063, -0.700], [1.114, -1.588, -0.972], [2.361, -1.321, -1.708], [2.025, -0.702, -2.973], [3.471, -1.642, -1.440], [-0.135, -3.233, -1.150], [0.877, -3.330, 0.387], [1.390, -3.859, -1.323], [0.094, -1.400, -1.408], [1.152, -1.013, 0.080], [2.503, -0.494, -3.716], [1.071, -0.447, -2.986]],
  "gap_ev": 9.86
}

***

# 2
{
  "formula": "C10H15NO2",
  "method": "ωB97M-V/def2-TZVPD",
  "symbols": ["C", "C", "C", "C", "C", "C", "C", "N", "O", "O", "C", "C", "C", "H", "H", "H", "H", "H", "H", "H", "H", "H", "H", "H", "H", "H", "H", "H"],
  "coordinates": [[-0.913, 0.495, -1.812], [-0.979, 0.190, -0.320], [-2.339, -0.394, -0.052], [-0.899, 1.518, 0.306], [0.185, 2.154, 0.673], [1.541, 1.684, 0.436], [1.683, 0.355, 0.180], [2.903, -0.315, -0.120], [3.106, -1.503, 0.150], [3.750, 0.308, -0.768], [0.193, -0.617, 0.249], [-0.026, -0.734, 1.780], [0.474, -1.938, -0.481], [-0.909, -0.376, -2.430], [0.104, 1.020, -2.085], [-1.639, 1.242, -2.260], [-2.606, -0.427, 1.131], [-2.519, -1.446, -0.420], [-3.172, 0.189, -0.418], [-1.945, 1.910, 0.518], [0.076, 3.116, 1.036], [2.320, 2.406, 0.521], [-1.067, -1.203, 1.925], [0.216, 0.240, 2.168], [0.918, -1.349, 2.065], [-0.542, -2.393, -0.629], [1.096, -2.525, 0.120], [0.992, -1.608, -1.464]],
  "gap_ev": 8.48
}

***

# 3
{
  "formula": "C10H15NO2",
  "method": "ωB97M-V/def2-TZVPD",
  "symbols": ["C", "C", "C", "C", "C", "O", "C", "C", "H", "H", "H", "H", "H", "H", "H", "H", "C", "C", "C", "N", "O", "H", "H", "H", "H", "H", "H", "H"],
  "coordinates": [[4.368, -2.022, -1.318], [3.089, -1.601, -0.846], [2.042, -1.428, -1.737], [0.751, -1.034, -1.383], [0.544, -0.819, -0.002], [-0.486, -0.232, 0.702], [1.644, -0.827, 0.841], [2.903, -1.179, 0.531], [4.577, -2.193, -2.423], [4.674, -3.063, -0.895], [5.279, -1.324, -1.353], [2.125, -1.614, -2.803], [0.015, -0.813, -2.125], [-1.435, -0.261, 0.270], [1.498, -0.286, 1.822], [3.656, -1.306, 1.232], [-3.000, 1.321, 2.318], [-3.433, 0.927, 0.929], [-2.964, 1.739, -0.393], [-2.304, 2.999, -0.324], [-3.282, 1.183, -1.388], [-1.984, 0.966, 2.191], [-3.569, 0.871, 3.070], [-2.933, 2.364, 2.406], [-3.403, -0.202, 0.799], [-4.513, 1.089, 0.891], [-2.161, 3.444, -1.391], [-1.698, 3.301, 0.381]],
  "gap_ev": 8.98
}

***

# 4
{
  "formula": "C10H15NO2S",
  "method": "ωB97M-V/def2-TZVPD",
  "symbols": ["C", "S", "O", "C", "N", "C", "C", "C", "C", "C", "C", "C", "C", "O", "H", "H", "H", "H", "H", "H", "H", "H", "H", "H", "H", "H", "H", "H", "H"],
  "coordinates": [[-0.485, 2.476, 1.764], [0.341, 1.023, 1.185], [0.720, 0.339, 2.432], [-0.723, 0.057, 0.277], [-1.949, 0.143, 0.776], [-2.843, -0.748, 0.549], [-2.466, -1.951, -0.439], [-0.946, -2.257, -0.275], [-0.114, -1.042, -0.633], [1.379, -1.090, -0.529], [2.124, -0.049, -1.465], [1.995, 1.469, -1.129], [1.870, 1.875, 0.314], [2.431, 2.631, 1.023], [-0.882, 2.352, 2.769], [0.059, 3.372, 1.732], [-1.397, 2.834, 1.336], [-3.707, -0.492, 1.105], [-3.135, -2.789, -0.293], [-2.574, -1.638, -1.453], [-0.746, -2.443, 0.828], [-0.802, -3.244, -0.726], [-0.461, -0.854, -1.651], [1.632, -2.165, -0.779], [1.695, -1.095, 0.513], [1.812, -0.174, -2.436], [3.273, -0.278, -1.502], [1.067, 1.727, -1.640], [2.832, 2.013, -1.652]],
  "gap_ev": [6.67, 6.67]
}

***

Let's list ΔE to the lowest compared entry with this formula, charge and spin in order: 2.5732, 6.3653, 2.9750, 5.2981 eV.
Let's list DFT total energy in order: -14149.006, -16192.727, -16196.117, -27028.454 eV.